1.
{
  "formula": "C45H30Cl3N12O2SeZr",
  "method": "ωB97M-V with the def2-TZVPD basis set",
  "molar_mass_g_mol": 1047.36,
  "orbital_gap_ev": 6.62,
  "spin_multiplicity": 1,
  "charge": 1,
  "energy_ev": -173318.8285,
  "species": ["Zr", "C", "C", "N", "C", "C", "C", "C", "C", "C", "C", "N", "C", "C", "C", "C", "C", "C", "C", "C", "N", "C", "H", "H", "H", "H", "H", "H", "H", "H", "H", "H", "H", "H", "C", "N", "C", "N", "C", "N", "C", "C", "C", "C", "C", "C", "C", "N", "N", "C", "O", "C", "C", "C", "C", "C", "C", "N", "C", "N", "C", "N", "C", "H", "H", "H", "H", "H", "H", "H", "H", "H", "H", "H", "H", "H", "H", "H", "H", "Cl", "C", "C", "C", "Cl", "C", "O", "C", "Cl", "C", "H", "H", "Se", "C", "N"],
  "coordinates": [[-0.265, 0.045, 0.178], [3.459, 1.460, -3.352], [2.230, 0.200, -1.470], [1.222, 0.973, -1.137], [0.791, 2.211, -1.711], [1.527, 2.975, -2.619], [2.740, 2.570, -3.350], [1.066, 4.249, -2.959], [-0.089, 4.749, -2.417], [-0.861, 3.955, -1.587], [-0.485, 2.657, -1.257], [-1.273, 1.735, -0.513], [-2.549, 1.916, 0.043], [-3.381, 3.010, -0.040], [-4.630, 3.081, 0.616], [-5.095, 2.060, 1.376], [-4.309, 0.892, 1.470], [-4.729, -0.213, 2.236], [-3.963, -1.342, 2.308], [-2.769, -1.371, 1.595], [-2.335, -0.357, 0.865], [-3.074, 0.803, 0.797], [4.275, 1.376, -4.062], [1.859, -1.145, 0.062], [3.057, 3.324, -4.063], [1.644, 4.842, -3.657], [-0.419, 5.752, -2.652], [-1.753, 4.393, -1.197], [-3.121, 3.867, -0.620], [-5.212, 3.987, 0.507], [-6.044, 2.114, 1.893], [-5.673, -0.148, 2.764], [-4.256, -2.200, 2.896], [-2.155, -2.260, 1.616], [3.847, -3.221, -3.287], [3.381, -2.008, -2.562], [3.086, -2.035, -1.294], [2.390, -0.962, -0.784], [3.341, 0.269, -2.482], [3.270, -0.923, -3.313], [4.587, -4.201, -2.412], [4.408, -5.569, -2.583], [5.108, -6.474, -1.793], [5.943, -6.026, -0.781], [6.098, -4.658, -0.588], [5.461, -3.758, -1.430], [6.828, -4.118, 0.563], [7.889, -4.515, 1.162], [8.099, -3.621, 2.219], [7.136, -2.773, 2.166], [6.283, -3.016, 1.143], [6.836, -1.635, 3.040], [7.865, -0.918, 3.629], [7.561, 0.176, 4.426], [6.243, 0.543, 4.638], [5.204, -0.191, 4.071], [3.787, 0.209, 4.421], [2.758, -0.383, 3.568], [2.597, -0.277, 2.259], [1.480, -0.902, 1.896], [0.996, -1.386, 3.082], [1.739, -1.099, 4.113], [5.506, -1.279, 3.268], [4.479, -2.832, -4.081], [2.977, -3.688, -3.744], [3.210, -2.919, -0.692], [4.267, 0.213, -1.871], [3.723, -5.934, -3.340], [4.969, -7.537, -1.945], [6.453, -6.721, -0.126], [5.628, -2.698, -1.283], [8.891, -1.213, 3.449], [8.358, 0.753, 4.876], [6.017, 1.403, 5.259], [3.675, 1.293, 4.384], [3.539, -0.121, 5.426], [3.275, 0.256, 1.610], [0.082, -1.950, 3.172], [4.720, -1.877, 2.823], [-4.266, -5.425, -2.154], [-3.177, -4.100, -1.916], [-2.168, -4.214, -0.978], [-1.310, -3.143, -0.843], [-0.077, -3.092, 0.406], [-1.396, -1.980, -1.603], [-0.473, -1.023, -1.438], [-2.476, -1.874, -2.479], [-2.739, -0.388, -3.309], [-3.347, -2.935, -2.650], [-2.069, -5.103, -0.370], [-4.166, -2.855, -3.352], [1.863, 3.156, 1.858], [0.560, 1.990, 1.972], [-0.256, 1.136, 2.057]],
  "atomic_forces_ev_per_a": [[0.7, 0.4, 1.0], [0.1, 0.0, 0.0], [-0.1, 0.2, 0.0], [0.0, 0.2, -0.5], [0.2, -0.2, 0.2], [0.2, 0.0, -0.1], [-0.1, 0.1, 0.0], [0.0, 0.0, -0.1], [0.0, 0.0, 0.0], [0.0, 0.0, 0.0], [-0.2, -0.2, 0.0], [0.2, 0.0, 0.0], [0.2, 0.0, -0.2], [-0.2, 0.1, 0.0], [0.1, 0.1, -0.1], [0.0, -0.1, 0.0], [-0.1, -0.1, 0.1], [-0.1, 0.0, 0.0], [-0.1, 0.0, 0.1], [0.0, -0.1, -0.1], [-0.7, 0.4, 0.0], [0.1, 0.0, -0.1], [0.0, 0.0, 0.1], [0.4, -0.3, 0.1], [0.0, 0.0, 0.0], [0.0, 0.0, 0.0], [0.0, 0.0, 0.0], [0.0, 0.0, 0.0], [0.0, 0.0, 0.0], [0.0, 0.0, 0.0], [0.0, 0.0, 0.0], [0.0, 0.0, 0.0], [0.0, 0.0, 0.0], [0.1, 0.0, 0.0], [0.0, 0.0, 0.1], [0.3, -0.1, -0.4], [-0.1, 0.1, 0.1], [-0.3, 0.2, 0.0], [0.1, 0.1, -0.2], [-0.2, -0.1, 0.2], [-0.1, 0.0, 0.0], [0.0, -0.1, 0.0], [0.0, 0.0, 0.0], [0.0, 0.0, 0.0], [0.0, 0.0, 0.1], [0.0, 0.0, 0.0], [-0.1, -0.1, -0.1], [0.1, 0.1, 0.1], [0.0, -0.2, -0.1], [0.0, 0.1, 0.1], [-0.1, 0.1, 0.0], [0.0, 0.0, 0.0], [0.1, 0.0, 0.0], [0.0, 0.0, 0.0], [0.0, 0.0, 0.0], [0.0, 0.0, 0.0], [0.0, -0.1, -0.1], [0.1, 0.0, 0.3], [0.0, 0.1, 0.0], [0.0, 0.0, -0.2], [0.0, -0.1, -0.1], [0.2, 0.1, -0.2], [0.0, 0.0, 0.0], [0.0, 0.0, 0.0], [-0.1, 0.0, 0.0], [0.0, 0.1, 0.0], [0.0, -0.1, 0.0], [0.0, 0.0, 0.0], [0.0, 0.0, 0.0], [0.0, 0.0, 0.0], [0.0, 0.0, 0.0], [0.0, 0.0, 0.0], [0.0, 0.0, 0.0], [0.0, 0.0, 0.0], [0.0, 0.0, 0.0], [0.0, 0.0, 0.1], [0.0, 0.0, 0.0], [0.0, 0.0, 0.0], [0.0, 0.0, 0.0], [0.0, 0.1, 0.0], [-0.1, 0.0, -0.1], [0.1, -0.1, 0.2], [0.1, 0.0, 0.0], [-0.1, -0.4, -0.1], [0.3, -0.1, -0.1], [-1.2, -1.2, -1.0], [0.1, 0.0, 0.0], [0.1, 0.0, 0.0], [-0.1, -0.1, -0.1], [0.0, 0.0, 0.0], [0.0, 0.0, 0.0], [0.0, 0.1, 0.0], [0.0, 0.0, 0.6], [0.1, 0.7, 0.5]]
}

=====

2.
{
  "formula": "C45H32BrCuF9N3P2S6",
  "method": "ωB97M-V with the def2-TZVPD basis set",
  "molar_mass_g_mol": 1183.55,
  "orbital_gap_ev": [5.90, 5.31],
  "spin_multiplicity": 2,
  "charge": -1,
  "s_squared": 0.7588,
  "energy_ev": -274388.3728,
  "species": ["Cu", "S", "C", "S", "S", "S", "P", "S", "C", "C", "C", "C", "C", "C", "C", "C", "C", "C", "C", "C", "H", "H", "H", "H", "H", "H", "H", "H", "H", "H", "F", "C", "F", "F", "C", "C", "C", "C", "C", "C", "P", "C", "C", "C", "C", "C", "C", "C", "F", "F", "F", "C", "C", "C", "C", "C", "C", "C", "F", "F", "F", "H", "H", "H", "H", "H", "H", "H", "H", "H", "H", "H", "H", "N", "C", "S", "C", "C", "C", "N", "C", "C", "H", "H", "H", "H", "H", "H", "Br", "C", "C", "C", "C", "N", "C", "H", "H", "H", "H"],
  "coordinates": [[1.869, 0.058, 0.094], [4.369, 3.611, 0.840], [3.544, 2.185, 0.607], [2.317, 1.678, 1.674], [3.903, 1.208, -0.748], [-1.021, -4.402, 3.758], [-1.179, -2.458, 3.447], [-0.057, -1.734, 1.971], [-2.929, -1.981, 3.156], [-3.273, -1.116, 2.131], [-4.595, -0.756, 1.943], [-5.572, -1.261, 2.783], [-5.228, -2.133, 3.805], [-3.909, -2.497, 3.991], [-0.884, -1.524, 5.000], [-1.150, -0.162, 5.015], [-1.028, 0.549, 6.193], [-0.631, -0.096, 7.353], [-0.326, -1.447, 7.327], [-0.453, -2.164, 6.150], [-2.492, -0.733, 1.488], [-4.864, -0.090, 1.137], [-6.604, -0.975, 2.639], [-5.993, -2.531, 4.455], [-3.622, -3.185, 4.775], [-1.452, 0.328, 4.100], [-1.250, 1.606, 6.206], [-0.556, 0.456, 8.279], [0.002, -1.947, 8.227], [-0.238, -3.224, 6.112], [1.735, 5.910, -6.630], [2.002, 6.336, -5.378], [3.241, 6.839, -5.406], [1.174, 7.383, -5.174], [1.800, 5.254, -4.360], [2.818, 4.848, -3.510], [2.568, 3.861, -2.567], [1.314, 3.278, -2.483], [0.307, 3.679, -3.360], [0.539, 4.669, -4.288], [0.932, 1.901, -1.317], [-0.500, 2.591, -0.416], [-0.968, 1.820, 0.656], [-1.889, 2.332, 1.547], [-2.314, 3.649, 1.412], [-1.811, 4.445, 0.390], [-0.899, 3.923, -0.507], [-3.306, 4.237, 2.372], [-2.995, 5.492, 2.744], [-4.545, 4.324, 1.834], [-3.448, 3.531, 3.501], [0.489, 0.778, -2.687], [1.586, 0.365, -3.355], [1.548, -0.694, -4.313], [0.397, -1.323, -4.589], [-0.929, -0.922, -4.003], [-0.869, 0.183, -2.903], [0.348, -2.494, -5.516], [0.187, -3.666, -4.862], [-0.684, -2.425, -6.384], [1.451, -2.640, -6.261], [3.798, 5.293, -3.581], [3.359, 3.538, -1.908], [-0.666, 3.212, -3.309], [-0.244, 4.987, -4.962], [-0.561, 0.825, 0.811], [-2.262, 1.731, 2.362], [-2.114, 5.477, 0.311], [-0.500, 4.570, -1.273], [2.548, 0.797, -3.107], [2.473, -0.996, -4.783], [-1.552, -0.573, -4.843], [-1.595, 0.965, -3.146], [4.608, -6.189, 1.847], [4.312, -5.678, 0.641], [4.548, -6.603, -0.705], [3.811, -4.306, 0.547], [3.704, -3.693, -0.707], [3.233, -2.401, -0.787], [2.880, -1.696, 0.286], [2.998, -2.253, 1.486], [3.437, -3.553, 1.661], [4.904, -7.149, 1.882], [4.443, -5.698, 2.710], [3.995, -4.239, -1.591], [3.134, -1.897, -1.739], [2.725, -1.636, 2.328], [3.473, -3.955, 2.662], [-3.983, -1.832, -1.479], [-2.162, -1.693, -2.013], [-1.678, -2.085, -3.360], [-1.168, -2.821, -2.120], [0.030, -2.293, -1.437], [-0.042, -1.079, -1.084], [-1.288, -0.516, -1.589], [-2.300, -2.682, -4.017], [-1.419, -3.868, -2.029], [0.884, -2.899, -1.197], [-1.739, 0.160, -0.867]],
  "atomic_forces_ev_per_a": [[0.1, -0.1, -0.1], [0.2, 0.0, -0.3], [0.2, 0.8, 0.8], [0.1, -0.2, 0.1], [0.1, -0.4, 0.2], [-0.1, -0.1, 0.1], [0.1, -0.2, 0.0], [0.0, 0.3, -0.1], [0.4, -0.1, -0.1], [0.1, 0.0, 0.1], [-0.2, 0.1, 0.0], [-0.1, 0.1, -0.1], [-0.1, -0.1, 0.1], [0.0, 0.0, 0.0], [0.0, -0.2, -0.4], [0.1, 0.0, 0.1], [-0.1, 0.2, 0.0], [0.1, 0.0, 0.1], [0.0, 0.0, 0.1], [0.0, -0.1, 0.0], [0.1, 0.0, -0.1], [0.0, 0.1, -0.1], [-0.1, 0.0, 0.0], [-0.1, 0.0, 0.1], [0.0, -0.1, 0.0], [0.0, 0.1, -0.1], [0.0, 0.1, 0.0], [0.0, 0.1, 0.1], [0.0, 0.0, 0.1], [0.0, 0.0, 0.0], [0.0, -0.2, -0.1], [-0.1, 0.2, -0.2], [0.2, -0.1, 0.2], [-0.1, 0.0, 0.2], [0.2, 0.1, 0.0], [-0.2, 0.2, -0.3], [-0.1, -0.1, 0.1], [0.1, 0.0, 0.2], [0.1, 0.1, -0.1], [0.0, 0.0, 0.0], [-0.2, 0.7, -0.6], [0.0, -0.1, 0.2], [0.1, 0.1, -0.3], [-0.2, 0.2, 0.1], [0.1, 0.0, 0.0], [-0.1, -0.1, 0.3], [-0.1, -0.1, -0.1], [-0.4, 0.1, 0.2], [0.3, 0.1, -0.1], [0.0, -0.1, -0.2], [0.2, -0.2, 0.0], [0.3, -0.1, -0.3], [-0.5, 0.7, 0.5], [-0.6, -0.7, -0.5], [0.3, 0.0, -0.1], [0.0, -0.1, -0.1], [0.0, 0.0, -0.1], [0.2, -0.2, -0.2], [0.0, -0.1, 0.2], [-0.2, 0.2, 0.0], [0.3, 0.1, 0.0], [0.1, 0.1, 0.0], [0.1, 0.0, 0.1], [-0.1, 0.0, 0.0], [-0.1, 0.0, 0.0], [-0.2, 0.0, 0.2], [0.0, -0.1, 0.1], [0.0, 0.1, 0.0], [0.0, 0.0, 0.0], [0.0, 0.0, 0.0], [0.0, -0.1, -0.1], [0.1, -0.1, 0.2], [0.1, 0.0, 0.1], [-0.2, 0.4, 0.1], [0.5, -1.2, -0.2], [0.0, -0.2, -0.1], [-0.4, 1.2, 0.2], [0.1, 0.0, 0.2], [0.2, -0.3, 0.1], [-0.1, -0.2, -0.1], [0.0, 0.1, 0.1], [0.3, -0.3, -0.3], [0.0, 0.0, 0.0], [0.0, 0.0, -0.1], [0.0, 0.0, 0.0], [0.0, 0.0, -0.1], [-0.1, 0.0, 0.0], [-0.1, 0.0, 0.1], [0.2, 0.0, 0.0], [-0.1, -0.3, -0.3], [-0.3, 0.1, -0.1], [-0.3, 0.1, -0.1], [-0.2, -0.1, 0.1], [0.6, -0.1, 0.5], [-0.3, 0.2, -0.1], [0.0, 0.0, 0.2], [-0.1, 0.0, 0.0], [0.2, -0.2, 0.1], [-0.1, -0.1, -0.1]]
}